(1)
{
  "formula": "C29H48BrCl2FN4OS",
  "method": "ωB97M-V with the def2-TZVPD basis set",
  "elements": ["C", "C", "C", "O", "C", "C", "C", "C", "C", "C", "C", "C", "C", "C", "C", "C", "C", "C", "N", "C", "N", "N", "N", "C", "C", "S", "C", "C", "C", "Br", "C", "C", "C", "C", "Cl", "C", "C", "Cl", "H", "H", "H", "H", "H", "H", "H", "H", "H", "H", "H", "H", "H", "H", "H", "H", "H", "H", "H", "H", "H", "H", "H", "H", "H", "H", "H", "H", "H", "H", "H", "H", "H", "H", "H", "H", "H", "H", "H", "H", "H", "H", "H", "H", "H", "H", "H", "H", "F"],
  "xyz": [[-2.140, -2.460, 3.826], [-1.282, -3.449, 3.012], [-1.126, -2.964, 1.574], [-0.656, -1.634, 1.642], [-0.426, -0.917, 0.411], [0.869, -1.468, -0.184], [1.767, -0.567, -1.002], [2.893, -1.169, -1.593], [3.809, -0.437, -2.335], [3.655, 0.940, -2.528], [4.676, 1.728, -3.289], [2.518, 1.540, -1.977], [1.599, 0.796, -1.234], [-0.354, 0.464, 1.028], [0.575, 1.049, 2.025], [1.233, 0.180, 3.101], [2.608, -0.381, 2.728], [3.575, 0.688, 2.263], [3.752, 1.745, 3.258], [4.670, 2.714, 2.698], [4.312, 3.805, 2.188], [6.041, 2.424, 2.742], [-1.270, 1.228, 0.555], [-2.178, 0.711, -0.500], [-3.572, 0.799, 0.165], [-4.911, -0.058, -0.699], [-5.686, -1.079, 0.570], [-5.054, -2.471, 0.784], [-1.970, 1.556, -1.758], [-1.663, 3.448, -1.298], [-3.131, 1.532, -2.751], [-2.814, 2.328, -4.023], [-1.687, -0.791, -0.495], [-1.829, -1.591, -1.811], [-1.981, -3.336, -1.498], [-0.764, -1.271, -2.940], [-1.464, -0.895, -4.269], [0.258, -2.700, -3.346], [-2.797, -2.957, 4.533], [-2.785, -1.921, 3.127], [-1.535, -1.704, 4.313], [-1.686, -4.455, 3.036], [-0.286, -3.432, 3.456], [-0.449, -3.649, 1.063], [-2.115, -3.033, 1.122], [0.609, -2.339, -0.785], [1.446, -1.868, 0.642], [3.054, -2.232, -1.471], [4.662, -0.938, -2.771], [5.029, 1.192, -4.168], [4.262, 2.674, -3.625], [5.548, 1.924, -2.668], [2.382, 2.603, -2.125], [0.737, 1.317, -0.842], [1.362, 1.537, 1.443], [0.062, 1.865, 2.535], [0.602, -0.615, 3.483], [1.406, 0.845, 3.944], [3.009, -0.811, 3.648], [2.580, -1.201, 2.015], [3.251, 1.160, 1.334], [4.543, 0.219, 2.046], [4.250, 1.363, 4.058], [3.297, 3.915, 2.285], [6.316, 2.157, 1.803], [6.468, 3.427, 2.912], [-1.303, 2.168, 0.937], [-3.465, 0.475, 1.197], [-3.841, 1.857, 0.208], [-6.696, -1.235, 0.201], [-5.796, -0.555, 1.516], [-4.597, -2.543, 1.767], [-4.351, -2.690, -0.014], [-5.828, -3.233, 0.722], [-1.067, 1.276, -2.288], [-3.479, 0.528, -2.967], [-3.964, 2.041, -2.262], [-3.340, 1.943, -4.891], [-3.080, 3.374, -3.918], [-1.740, 2.307, -4.207], [-2.465, -1.239, 0.127], [-2.794, -1.330, -2.223], [-0.099, -0.462, -2.670], [-1.047, -1.471, -5.084], [-1.311, 0.158, -4.477], [-2.529, -1.114, -4.248], [6.722, 4.663, 3.195]],
  "lowdin_charge": [-0.083, -0.191, -0.243, -0.094, -0.282, -0.054, -0.220, -0.038, -0.019, -0.258, -0.042, -0.011, -0.063, -0.075, -0.060, -0.161, -0.177, -0.254, 0.008, -0.589, 0.135, 0.030, 0.126, -0.404, -0.381, 0.936, -0.509, -0.136, -0.575, 0.850, -0.324, -0.118, -0.139, -0.603, 0.715, -0.653, -0.104, 0.650, 0.073, 0.050, 0.065, 0.113, 0.110, 0.122, 0.070, 0.079, 0.117, 0.118, 0.117, 0.081, 0.078, 0.093, 0.117, 0.079, 0.126, 0.139, 0.095, 0.111, 0.119, 0.089, 0.098, 0.117, 0.111, 0.026, 0.052, -0.064, 0.128, 0.104, 0.080, 0.064, 0.077, 0.056, 0.024, 0.075, 0.071, 0.070, 0.089, 0.083, 0.062, 0.068, 0.103, 0.052, 0.066, 0.056, 0.062, 0.083, -0.566],
  "e_tot_ha": -5420.38286,
  "charge": 0,
  "orbital_gap_ev": 4.62,
  "max_force_ev_per_a": 2.00
}



(2)
{
  "formula": "C29H48BrMgNOP2",
  "method": "ωB97M-V with the def2-TZVPD basis set",
  "elements": ["C", "C", "C", "C", "N", "C", "C", "C", "C", "C", "C", "C", "C", "C", "Mg", "P", "H", "H", "H", "H", "H", "H", "H", "H", "C", "C", "H", "H", "H", "H", "H", "C", "C", "H", "H", "H", "H", "H", "C", "C", "H", "H", "H", "H", "H", "Br", "P", "C", "C", "H", "H", "H", "H", "H", "C", "C", "H", "H", "H", "H", "H", "C", "C", "H", "H", "H", "H", "H", "C", "C", "O", "C", "C", "H", "H", "H", "H", "H", "H", "H", "H", "H", "H"],
  "xyz": [[-6.087, 1.972, -4.475], [-4.749, 2.313, -4.194], [-4.288, 3.577, -4.642], [-5.175, 4.418, -5.341], [-6.431, 4.059, -5.602], [-6.894, 2.883, -5.179], [-3.885, 1.399, -3.483], [-3.052, 0.750, -2.870], [-2.105, 0.259, -1.944], [-2.587, -0.160, -0.700], [-1.694, -0.263, 0.396], [-0.348, -0.004, 0.126], [0.175, 0.162, -1.138], [-0.729, 0.305, -2.216], [-0.393, -2.165, 0.144], [0.107, -0.439, 2.764], [-3.267, 3.914, -4.488], [-6.511, 1.015, -4.184], [-4.860, 5.405, -5.702], [-7.940, 2.654, -5.412], [-0.370, 0.524, -3.228], [-3.660, -0.291, -0.549], [1.240, 0.189, -1.342], [-2.109, -0.445, 1.391], [1.374, -0.961, 4.020], [2.070, 0.111, 4.861], [2.110, -1.510, 3.415], [0.860, -1.697, 4.657], [2.793, -0.357, 5.547], [2.643, 0.816, 4.249], [1.372, 0.685, 5.483], [0.537, 1.326, 2.423], [-0.638, 2.288, 2.460], [0.964, 1.311, 1.408], [1.336, 1.608, 3.114], [-0.338, 3.247, 2.018], [-1.483, 1.920, 1.868], [-0.979, 2.483, 3.483], [-1.398, -0.391, 3.890], [-1.182, 0.148, 5.297], [-1.760, -1.428, 3.946], [-2.181, 0.179, 3.377], [-2.125, 0.117, 5.861], [-0.458, -0.455, 5.853], [-0.834, 1.188, 5.299], [2.096, -1.869, 0.690], [4.200, 1.283, -1.342], [3.559, 1.508, 0.355], [4.532, 2.245, 1.275], [3.281, 0.515, 0.751], [2.636, 2.096, 0.254], [3.983, 2.738, 2.088], [5.256, 1.561, 1.729], [5.080, 3.018, 0.727], [4.505, -0.527, -1.478], [5.644, -0.776, -2.470], [3.579, -1.018, -1.792], [4.766, -0.928, -0.490], [5.976, -1.823, -2.459], [5.312, -0.538, -3.487], [6.505, -0.148, -2.225], [2.716, 1.715, -2.352], [2.764, 3.057, -3.085], [1.871, 1.793, -1.655], [2.510, 0.885, -3.047], [1.983, 3.087, -3.856], [2.567, 3.883, -2.390], [3.732, 3.220, -3.565], [-1.214, -4.222, 2.888], [-1.487, -4.862, 1.550], [-1.172, -3.936, 0.484], [-1.441, -4.491, -0.832], [-0.197, -4.400, -1.709], [-0.170, -3.898, 3.003], [-1.417, -4.958, 3.672], [-1.881, -3.364, 3.061], [-0.903, -5.775, 1.377], [-2.553, -5.105, 1.461], [-1.762, -5.533, -0.698], [-2.277, -3.903, -1.249], [0.651, -4.936, -1.254], [-0.424, -4.888, -2.662], [0.123, -3.361, -1.934]],
  "lowdin_charge": [-0.009, -0.221, -0.005, -0.120, 0.064, -0.115, 0.085, 0.039, -0.227, 0.019, -0.186, -0.269, -0.146, 0.029, 0.532, 0.941, 0.109, 0.114, 0.117, 0.118, 0.138, 0.143, 0.048, 0.086, -0.403, -0.137, 0.011, 0.080, 0.091, 0.057, 0.065, -0.385, -0.121, 0.030, 0.061, 0.085, 0.060, 0.076, -0.383, -0.138, 0.059, 0.066, 0.089, 0.066, 0.069, 0.230, 1.238, -0.395, -0.126, 0.016, 0.075, 0.082, 0.086, 0.072, -0.400, -0.145, 0.061, 0.072, 0.090, 0.079, 0.074, -0.385, -0.122, 0.051, 0.100, 0.088, 0.086, 0.077, -0.047, -0.202, -0.290, -0.213, -0.045, 0.087, 0.103, 0.071, 0.145, 0.141, 0.139, 0.140, 0.109, 0.106, 0.069],
  "e_tot_ha": -4719.93673,
  "charge": 2,
  "orbital_gap_ev": [6.67, 4.25],
  "de_lowest_kcal_mol": 35.4,
  "max_force_ev_per_a": 3.02
}



Which of these has the highest charge?
C29H48BrMgNOP2